Arrangement w

ORCA calculation (the ωB97M-V functional and the def2-TZVPD basis) on 2 unconnected molecules or ions with the total composition C3H8NO2P.

Computed properties:
M	121.076	g/mol
HOMO-LUMO gap (spin up / spin down)	7.570 / 7.566	eV
LUMO energy (spin up / spin down)	0.008 / 0.002	Eh
HOMO level (spin up / spin down)	-7.4 / -7.5	eV

```
! wB97M-V def2-TZVPD RIJCOSX def2/J DEFGRID3
* xyz 0 1
C 2.05 -0.56 -0.30
C -0.20 -0.84 -1.13
C -0.81 1.66 -0.18
N 0.81 -1.17 -0.30
O 2.37 0.27 -1.12
O 0.57 -2.07 0.74
P -0.32 1.43 1.48
H 2.69 -0.97 0.49
H -1.13 -1.35 -1.04
H 0.08 -0.34 -2.04
H -1.87 1.70 -0.39
H -0.18 2.28 -0.80
H 0.30 -2.91 0.35
H 0.86 0.69 1.29
H -1.11 0.33 1.80
*
```


Arrangement x

ORCA calculation (the ωB97M-V functional and the def2-TZVPD basis) on 2 unconnected molecules or ions with the total composition C3H8NO2P.

Computed properties:
M	121.076	g/mol
HOMO-LUMO gap (spin up / spin down)	8.869 / 6.876	eV
LUMO energy (spin up / spin down)	-0.045 / -0.066	Eh
HOMO level (spin up / spin down)	-10.1 / -8.7	eV

```
! wB97M-V def2-TZVPD RIJCOSX def2/J DEFGRID3
* xyz 0 1
C -0.20 -0.02 1.41
C 0.20 0.59 0.18
C 0.17 -0.48 -1.01
N 3.21 -0.94 -0.89
O 2.85 -0.97 0.24
O 4.30 -0.98 -1.37
P 1.18 0.22 -2.45
H 0.62 -0.32 2.16
H -0.92 0.62 2.02
H -0.78 -0.93 1.29
H -0.30 1.54 -0.21
H 1.31 0.96 0.26
H 0.77 -1.36 -0.83
H -0.85 -0.61 -1.40
H 1.27 -1.05 -3.21
*
```


It is arrangement w that is most stable; the runner-up trails by 6.7 kcal/mol.


Arrangement w

ORCA calculation (the ωB97M-V functional and the def2-TZVPD basis) on a single C4H6O2S2 molecule.

Computed properties:
M	150.224	g/mol
HOMO-LUMO gap	9.809	eV
LUMO energy	0.013	Eh
SMILES	O=C[C@@]1(S)[C@H](O)[C@H]1S
HOMO level	-9.5	eV

```
! wB97M-V def2-TZVPD RIJCOSX def2/J DEFGRID3
* xyz 0 1
C 0.84 -0.68 -0.43
C -0.57 -0.83 -0.48
C 0.01 0.51 0.12
C 0.35 0.85 1.46
H 1.47 0.66 -1.93
H 1.33 -0.94 0.47
H -1.00 -0.45 -1.45
H -2.18 -2.19 0.91
H -1.34 2.17 -0.59
H 0.17 -0.01 2.26
O 1.60 -0.46 -1.62
O 0.47 2.03 1.83
S -0.96 -2.37 0.42
S -0.18 1.70 -0.96
*
```


Arrangement x

ORCA calculation (the ωB97M-V functional and the def2-TZVPD basis) on a single C4H6O2S2 molecule.

Computed properties:
M	150.224	g/mol
HOMO-LUMO gap	9.781	eV
LUMO energy	0.014	Eh
SMILES	CO[C@H]1SCSC1=O
HOMO level	-9.4	eV

```
! wB97M-V def2-TZVPD RIJCOSX def2/J DEFGRID3
* xyz 0 1
C -0.19 -2.18 0.01
C -0.82 0.09 0.12
C 0.83 2.06 0.69
C -0.10 0.41 -1.20
H -0.53 -3.19 0.29
H 0.65 -1.93 0.73
H 0.31 -2.20 -0.98
H -1.70 0.70 0.10
H 1.84 2.26 1.03
H 0.17 2.95 0.86
O -1.25 -1.23 0.12
O -0.39 -0.13 -2.24
S 0.15 0.64 1.59
S 1.04 1.75 -1.12
*
```


It is arrangement x that is most stable; the runner-up trails by 75.2 kcal/mol.


Arrangement w

ORCA calculation (the ωB97M-V functional and the def2-TZVPD basis) on a single C9H14S molecule.

Computed properties:
M	154.278	g/mol
HOMO-LUMO gap	8.942	eV
LUMO energy	0.024	Eh
HOMO level	-8.3	eV

```
! wB97M-V def2-TZVPD RIJCOSX def2/J DEFGRID3
* xyz 0 1
C -1.09 -0.97 0.12
C -2.04 -0.22 0.57
C 0.93 -1.94 0.19
C 1.55 -1.09 -0.86
C -0.49 1.33 -0.90
C 0.70 1.21 0.06
C -1.42 0.14 -0.81
C 1.86 0.35 -0.45
C -3.05 0.21 1.54
S 3.11 0.37 0.91
H 1.21 -1.76 1.22
H 0.69 -2.95 -0.08
H 2.49 -1.55 -1.19
H 0.90 -1.06 -1.74
H -1.04 2.25 -0.65
H -0.13 1.44 -1.93
H 1.10 2.21 0.26
H 0.35 0.81 1.01
H -1.99 -0.07 -1.71
H 2.33 0.86 -1.30
H -3.65 1.02 1.13
H -2.57 0.55 2.46
H -3.70 -0.63 1.79
H 3.94 -0.51 0.36
*
```


Arrangement x

ORCA calculation (the ωB97M-V functional and the def2-TZVPD basis) on 2 unconnected molecules or ions with the total composition C9H14S.

Computed properties:
M	154.278	g/mol
HOMO-LUMO gap	9.758	eV
LUMO energy	0.027	Eh
SMILES	Cc1ccccc1.CCS
HOMO level	-9.0	eV

```
! wB97M-V def2-TZVPD RIJCOSX def2/J DEFGRID3
* xyz 0 1
C -2.27 0.48 3.44
C -1.45 -0.61 4.20
S -1.29 1.53 2.42
H -3.00 -0.05 2.85
H -2.78 1.03 4.24
H -0.50 -0.23 4.57
H -1.57 0.88 1.26
H -1.21 -1.39 3.48
H -2.07 -1.07 4.97
C 1.70 0.53 0.00
C 1.89 -0.75 -3.63
C 2.25 -0.20 -2.39
C 0.57 -1.22 -3.74
C 1.33 -0.10 -1.33
C -0.32 -1.18 -2.72
C 0.04 -0.60 -1.49
H 2.48 -0.86 -4.52
H 3.31 0.02 -2.34
H 0.32 -1.62 -4.72
H -1.37 -1.42 -2.85
H 2.12 -0.12 0.77
H 0.76 0.87 0.45
H -0.71 -0.50 -0.72
H 2.38 1.35 -0.16
*
```


It is arrangement x that is most stable; the runner-up trails by 96.9 kcal/mol.


Arrangement w

ORCA calculation (the ωB97M-V functional and the def2-TZVPD basis) on a single C16H18N2O4S molecule.

Computed properties:
M	334.397	g/mol
HOMO-LUMO gap	8.651	eV
LUMO energy	-0.001	Eh
SMILES	COc1ccc(S(=O)(=O)Nc2ccc(N(C)C(C)=O)cc2)cc1
HOMO level	-8.7	eV

```
! wB97M-V def2-TZVPD RIJCOSX def2/J DEFGRID3
* xyz 0 1
C 5.75 3.05 -0.69
H 6.57 2.28 -1.09
H 6.40 4.03 -0.48
H 5.11 3.28 -1.65
O 4.96 2.46 0.19
C 4.11 1.45 0.29
C 3.94 0.63 -0.75
C 3.19 -0.33 -1.03
C 2.46 -0.66 0.14
C 2.68 0.02 1.38
C 3.40 1.38 1.41
H 3.48 1.88 2.17
H 2.12 -0.41 2.16
S 1.49 -2.03 0.26
O 2.18 -3.26 -0.43
O 0.72 -2.28 1.60
N 0.40 -1.91 -0.96
C -0.84 -1.08 -0.71
C -1.83 -1.16 -1.63
C -3.11 -0.47 -1.26
C -3.17 0.45 -0.48
C -2.11 0.79 0.54
C -0.84 0.08 0.24
H -0.03 0.20 0.96
H -2.02 1.63 0.90
N -4.22 1.25 -0.20
C -5.38 0.60 0.48
O -6.35 1.62 0.58
C -5.33 -0.65 1.18
H -5.22 -1.39 0.34
H -4.31 -0.59 1.58
H -6.13 -0.82 1.59
C -4.27 2.60 -0.74
H -4.20 2.38 -1.87
H -5.29 2.96 -0.52
H -3.44 3.36 -0.30
H -3.93 -0.70 -2.15
H -1.91 -2.01 -2.07
H 0.29 -2.45 -1.67
H 2.98 -0.84 -1.69
H 4.65 0.93 -1.66
*
```


Arrangement x

ORCA calculation (the ωB97M-V functional and the def2-TZVPD basis) on a single C16H18N2O4S molecule.

Computed properties:
M	334.397	g/mol
HOMO-LUMO gap	9.401	eV
LUMO energy	0.020	Eh
SMILES	O=C(NCc1ccco1)c1cccc(S(=O)(=O)N2CCCC2)c1
HOMO level	-8.9	eV

```
! wB97M-V def2-TZVPD RIJCOSX def2/J DEFGRID3
* xyz 0 1
O -1.59 -1.48 1.09
C -1.74 -0.63 0.24
N -2.82 -0.61 -0.58
H -2.89 0.10 -1.30
C -3.93 -1.53 -0.43
C -5.21 -0.79 -0.25
C -6.30 -0.66 -1.06
C -7.21 0.19 -0.38
C -6.60 0.51 0.79
O -5.40 -0.07 0.88
H -6.91 1.13 1.61
H -8.17 0.50 -0.72
H -6.44 -1.12 -2.02
H -3.70 -2.13 0.46
H -4.01 -2.18 -1.30
C -0.74 0.45 0.00
C 0.60 0.17 0.27
C 1.56 1.13 0.06
C 1.22 2.39 -0.39
C -0.11 2.69 -0.64
C -1.08 1.73 -0.44
H -2.12 1.99 -0.61
H -0.39 3.68 -0.97
H 2.01 3.11 -0.55
S 3.27 0.74 0.43
O 4.10 1.72 -0.23
O 3.40 0.59 1.85
N 3.41 -0.76 -0.33
C 4.26 -0.78 -1.50
H 3.84 -1.48 -2.22
H 4.31 0.22 -1.93
C 5.61 -1.27 -0.97
H 6.12 -0.45 -0.48
H 6.25 -1.67 -1.76
C 5.19 -2.34 0.05
H 5.90 -2.41 0.88
H 5.12 -3.31 -0.43
C 3.80 -1.88 0.52
H 3.06 -2.68 0.41
H 3.80 -1.54 1.56
H 0.87 -0.81 0.65
*
```


It is arrangement x that is most stable; the runner-up trails by 331.9 kcal/mol.


Arrangement w

ORCA calculation (the ωB97M-V functional and the def2-TZVPD basis) on a gas-phase ion, C2HN4 (charge +1).

Computed properties:
M	81.058	g/mol
HOMO-LUMO gap	8.500	eV
LUMO energy	-0.323	Eh
SMILES	N#CC1=[NH+]N=N1
HOMO level	-17.3	eV

```
! wB97M-V def2-TZVPD RIJCOSX def2/J DEFGRID3
* xyz 1 1
C 2.40 0.12 0.10
C 1.20 0.78 -0.08
N 3.51 -0.16 -0.02
N 0.44 2.44 -0.03
N -0.56 1.79 0.07
N -0.09 0.45 -0.05
H -0.73 -0.30 0.11
*
```


Arrangement x

ORCA calculation (the ωB97M-V functional and the def2-TZVPD basis) on 2 unconnected molecules or ions with the total composition C2HN4.

Computed properties:
M	81.058	g/mol
HOMO-LUMO gap	11.488	eV
LUMO energy	-0.261	Eh
HOMO level	-18.6	eV

```
! wB97M-V def2-TZVPD RIJCOSX def2/J DEFGRID3
* xyz 1 1
C 1.40 0.03 2.21
C 0.74 0.06 1.01
N 1.97 0.23 3.20
N 0.20 0.38 0.04
N -0.42 -3.02 2.34
N 0.05 -2.06 2.10
H -0.40 0.67 -0.69
*
```


It is arrangement x that is most stable; the runner-up trails by 112.2 kcal/mol.


Arrangement w

ORCA calculation (the ωB97M-V functional and the def2-TZVPD basis) on 2 unconnected molecules or ions with the total composition C10H11N2S.

Computed properties:
M	191.279	g/mol
HOMO-LUMO gap	8.389	eV
LUMO energy	-0.160	Eh
HOMO level	-12.8	eV

```
! wB97M-V def2-TZVPD RIJCOSX def2/J DEFGRID3
* xyz 1 1
C 4.07 -0.32 -0.52
C 3.37 -1.25 0.26
C 3.46 0.90 -0.79
C 2.05 -1.06 0.61
C 2.11 1.09 -0.48
C 1.37 0.15 0.18
C -1.23 -1.21 0.19
C -2.47 -0.86 -0.18
C 0.03 0.38 0.57
C -4.27 0.71 -0.15
N -3.05 0.48 0.00
N -0.63 1.46 0.70
S -5.77 -0.14 -0.38
H 5.10 -0.53 -0.89
H 4.00 -2.09 0.57
H 4.16 1.63 -1.18
H 1.75 -1.77 1.41
H 1.72 2.08 -0.86
H -0.71 -2.16 0.02
H -3.17 -1.72 -0.50
H -4.47 1.80 -0.27
H -0.20 2.37 0.80
H -1.69 1.48 0.57
H -5.53 -1.42 0.33
*
```


Arrangement x

ORCA calculation (the ωB97M-V functional and the def2-TZVPD basis) on a molecular structure, C10H11N2S.

Computed properties:
M	191.279	g/mol
HOMO-LUMO gap (spin up / spin down)	6.593 / 6.594	eV
LUMO energy (spin up / spin down)	-0.172 / -0.172	Eh
HOMO level (spin up / spin down)	-11.3 / -11.3	eV

```
! wB97M-V def2-TZVPD RIJCOSX def2/J DEFGRID3
* xyz 1 1
C -4.64 -0.80 -1.63
C -0.27 -0.16 1.44
C 0.88 1.28 -0.05
C 0.90 -0.30 2.16
C 2.10 1.14 0.58
C -0.31 0.65 0.26
C 2.14 0.31 1.75
C -3.10 0.07 0.00
C -1.26 0.35 -0.67
C 0.46 -0.70 -2.65
N -3.88 -0.36 -0.85
N 3.34 -0.02 2.23
S -1.26 -0.15 -2.27
H -5.34 -1.52 -1.94
H -1.09 -0.66 1.70
H 0.91 2.13 -0.89
H 0.87 -0.84 3.01
H 2.90 1.82 0.34
H -3.23 0.90 0.71
H 1.20 0.11 -2.88
H 0.33 -1.52 -3.41
H 0.77 -1.33 -1.73
H 3.48 -0.95 2.82
H 4.09 0.56 1.98
*
```


It is arrangement w that is most stable; the runner-up trails by 50.8 kcal/mol.